Molecular formula: C68H187N17O17
Method: DFT, ωB97M-V/def2-TZVPD

Computed properties:
DFT total energy (eV): -133675.2855
E_HOMO (hartree): -0.3220
LUMO (hartree): 0.00896
Orbital gap (eV): 9.0

Last column: Mulliken charge in e.
Element x y z (Å)
C  -19.230410  -26.887490  14.500710  -1.178
C  -18.192860  -25.694120  14.381550  3.068
C  -17.856860  -24.897360  15.667470  -1.293
O  -18.965980  -24.148950  16.125820  0.116
C  -18.787900  -23.353050  17.278070  -0.791
N  -16.920230  -26.199820  13.943050  -0.735
H  -18.901490  -27.615790  15.241980  0.470
H  -19.360230  -27.388670  13.541510  0.162
H  -20.191960  -26.462080  14.788010  -0.124
H  -18.531850  -24.885510  13.733990  -1.663
H  -16.958430  -24.285230  15.588620  0.438
H  -17.683750  -25.588010  16.492790  0.425
H  -17.855280  -22.791480  17.223680  0.379
H  -18.714410  -24.010550  18.144320  0.273
H  -19.658590  -22.697690  17.300460  0.093
H  -17.026300  -26.433530  12.966200  0.097
H  -16.232310  -25.465650  13.854430  0.443
C  -20.597000  -26.710040  1.598970  -1.849
C  -21.789180  -26.840010  2.533900  1.692
C  -22.960780  -26.209380  1.781580  -0.028
O  -22.636190  -24.875780  1.542330  -0.313
C  -23.685860  -24.234640  0.787140  -0.783
N  -22.143530  -28.221300  2.833000  -0.324
H  -20.214700  -25.690390  1.551450  0.300
H  -20.839720  -27.197010  0.654490  0.412
H  -19.815570  -27.358660  1.994910  0.492
H  -21.577370  -26.321940  3.469220  -0.735
H  -23.879270  -26.268320  2.365540  -0.290
H  -23.074030  -26.802270  0.873970  0.389
H  -23.850530  -24.625170  -0.217090  0.310
H  -23.365560  -23.219210  0.553850  0.265
H  -24.589370  -24.230240  1.396840  0.289
H  -22.556110  -28.686990  2.037390  0.262
H  -22.838680  -28.275390  3.563720  0.135
C  -25.933500  -19.778700  6.633890  -0.992
C  -26.598270  -20.541150  5.432620  0.079
C  -25.594630  -21.279740  4.545770  0.259
O  -24.687780  -20.293100  3.974570  -0.386
C  -23.702790  -20.778190  3.092650  -0.589
N  -27.475000  -21.547960  5.934740  -0.941
H  -25.223960  -20.426080  7.149200  -0.061
H  -26.662980  -19.346030  7.318550  0.524
H  -25.296860  -18.991970  6.229120  0.288
H  -27.218480  -19.881710  4.825520  0.491
H  -26.164710  -21.724580  3.730160  0.559
H  -25.210080  -22.055410  5.208000  -0.611
H  -23.140000  -21.443740  3.747170  0.145
H  -23.069810  -20.016110  2.638050  0.288
H  -24.212400  -21.330200  2.302920  0.267
H  -26.901920  -22.277620  6.333830  0.594
H  -27.990060  -21.133680  6.698410  0.298
C  -28.281980  -20.694150  19.598350  -1.406
C  -27.759450  -19.756190  18.486130  0.182
C  -26.665950  -20.487160  17.659170  -0.331
O  -25.673710  -21.029990  18.510330  -0.428
C  -24.583610  -21.466250  17.751450  0.275
N  -28.894440  -19.278090  17.731110  -0.715
H  -29.191750  -20.296110  20.047770  0.468
H  -27.542580  -20.857770  20.382330  0.283
H  -28.640080  -21.627110  19.163100  0.320
H  -27.308530  -18.897070  18.982810  0.260
H  -26.174680  -19.808650  16.961750  0.193
H  -27.237740  -21.262100  17.148640  0.219
H  -23.940170  -20.626870  17.487770  -0.099
H  -24.864910  -22.227560  17.023870  -0.231
H  -23.948280  -22.015310  18.446410  0.345
H  -29.158110  -20.147610  17.290070  0.323
H  -29.686640  -19.121990  18.337870  0.290
C  -19.098620  -15.025340  16.044100  -1.481
C  -20.411180  -14.739970  15.350600  -0.029
C  -20.908280  -16.000540  14.521800  0.609
O  -20.147910  -16.167500  13.345210  -0.483
C  -20.561990  -17.238350  12.469600  -0.307
N  -21.306400  -14.173490  16.338600  -0.582
H  -18.320290  -15.276690  15.323600  0.336
H  -19.205080  -15.851910  16.746630  0.268
H  -18.781610  -14.121600  16.564530  0.482
H  -20.287290  -14.014100  14.546940  0.418
H  -21.940700  -15.816440  14.224620  0.329
H  -20.844750  -16.862860  15.185480  -0.659
H  -20.158170  -18.159720  12.889240  0.108
H  -20.090510  -16.982720  11.520680  0.271
H  -21.621850  -17.418940  12.290220  0.180
H  -22.074990  -13.710420  15.874990  0.234
H  -20.853030  -13.472060  16.906540  0.200
C  -21.030800  -20.356580  10.716660  -0.612
C  -22.095790  -19.600200  9.896590  0.248
C  -21.515320  -19.175860  8.515510  -0.143
O  -22.524430  -18.519950  7.698580  -0.441
C  -22.066050  -18.511520  6.374290  -0.671
N  -23.226500  -20.501350  9.627850  0.249
H  -20.226640  -19.674680  10.993160  1.004
H  -20.563460  -21.168870  10.160000  -0.640
H  -21.613970  -20.653220  11.588450  -0.104
H  -22.478040  -18.769240  10.489450  0.518
H  -21.199720  -20.129160  8.091580  -0.267
H  -20.635110  -18.533120  8.500370  0.743
H  -21.147960  -17.983220  6.117180  0.378
H  -22.807940  -18.143560  5.665550  0.290
H  -21.899000  -19.545860  6.073730  0.128
H  -23.697170  -20.071780  8.844240  0.374
H  -22.866470  -21.310070  9.141570  -0.843
C  -23.095840  -23.990240  6.195970  -1.712
C  -23.316290  -22.871340  7.202160  2.235
C  -24.571200  -23.195230  8.036800  -0.451
O  -25.741660  -23.438600  7.228930  0.077
C  -26.455830  -24.653070  7.526880  -0.575
N  -22.158200  -22.855720  8.081930  1.331
H  -22.259620  -23.885980  5.504610  0.469
H  -23.943610  -24.084450  5.517370  0.605
H  -22.974070  -24.980860  6.634100  -0.420
H  -23.533390  -21.925870  6.705110  0.161
H  -24.773680  -22.449640  8.805700  0.315
H  -24.317880  -24.026490  8.694770  -0.387
H  -27.353940  -24.693910  6.910580  0.378
H  -26.817620  -24.671410  8.554920  0.435
H  -25.841690  -25.553590  7.529400  -0.275
H  -21.359990  -22.615290  7.511710  -0.592
H  -21.983660  -23.779880  8.450100  -1.491
C  -21.472100  -23.560480  13.247950  -0.232
C  -21.588590  -23.623230  11.783990  3.165
C  -21.655050  -25.139130  11.350980  -1.388
O  -21.710670  -25.235200  9.944180  0.693
C  -21.829000  -26.582530  9.536180  0.521
N  -22.825400  -22.953420  11.324890  0.840
H  -22.318360  -24.012550  13.765230  -1.053
H  -21.354920  -22.515670  13.535610  0.131
H  -20.583780  -24.034370  13.665570  -0.196
H  -20.704250  -23.300660  11.234440  -0.577
H  -22.493280  -25.656830  11.817290  0.445
H  -20.713990  -25.606420  11.641050  -0.219
H  -21.786330  -26.557150  8.447310  -0.176
H  -22.792370  -27.022680  9.793630  -0.342
H  -20.913160  -27.099110  9.823360  -0.490
H  -22.603150  -21.971260  11.246960  -1.101
H  -22.934930  -23.099360  10.331510  -0.463
C  -16.978500  -22.318020  13.064020  -1.139
C  -17.641070  -20.976530  13.268100  2.234
C  -18.128850  -20.863290  14.715960  -0.349
O  -18.534410  -19.507980  14.815070  -0.249
C  -19.183690  -19.294220  16.067630  -0.244
N  -16.652280  -19.963160  12.828760  -0.930
H  -16.354370  -22.420610  12.176300  0.519
H  -17.697600  -23.136260  13.025570  -0.223
H  -16.289420  -22.462390  13.896140  0.316
H  -18.497780  -20.833810  12.609470  -0.965
H  -17.407340  -21.081380  15.503340  0.317
H  -18.978430  -21.510830  14.932750  -0.127
H  -18.496980  -19.091200  16.889400  0.338
H  -19.824390  -20.121700  16.372390  0.129
H  -19.898300  -18.472330  16.023640  -0.235
H  -16.438820  -20.034420  11.844150  0.285
H  -17.069160  -19.048440  12.926690  0.309
C  -23.952730  -16.464410  18.812150  -1.684
C  -23.138260  -17.360180  17.890230  0.609
C  -23.633940  -17.627170  16.461130  -0.674
O  -22.689420  -18.543230  15.828070  0.022
C  -23.255400  -19.052570  14.598140  -0.593
N  -21.835280  -16.784190  17.886380  -0.648
H  -24.285870  -15.581870  18.266050  0.340
H  -23.396130  -16.152350  19.695840  0.395
H  -24.812640  -17.010820  19.199570  0.380
H  -23.126260  -18.372170  18.294990  0.203
H  -23.719220  -16.744130  15.827820  0.447
H  -24.642620  -18.036780  16.514830  0.308
H  -24.221920  -19.547770  14.691480  0.174
H  -22.571480  -19.805760  14.206910  0.079
H  -23.322460  -18.256080  13.857060  0.282
H  -21.400270  -17.383740  17.199800  0.075
H  -21.861380  -15.896230  17.405800  0.475
C  -23.206610  -29.931950  12.036370  -1.415
C  -24.372800  -29.186350  12.796300  1.395
C  -25.543800  -28.618380  11.971180  -1.437
O  -24.952410  -27.753160  10.985250  0.780
C  -25.872660  -26.821250  10.524890  -1.047
N  -24.928150  -30.208750  13.640050  -0.710
H  -22.656950  -30.386980  12.860330  0.547
H  -22.627160  -29.180610  11.499870  -0.120
H  -23.593940  -30.724120  11.395630  0.316
H  -23.931090  -28.395510  13.402570  -0.353
H  -26.218650  -28.149330  12.687190  0.747
H  -26.094970  -29.402730  11.452410  0.288
H  -25.465030  -26.255200  9.687330  -0.244
H  -26.303440  -26.074140  11.191490  0.375
H  -26.694270  -27.377300  10.073370  0.446
H  -25.257570  -30.870710  12.952020  0.352
H  -25.837490  -29.916490  13.968350  0.315
C  -18.084670  -25.438000  10.329400  -0.428
C  -18.129450  -26.940550  10.467720  0.668
C  -18.020070  -27.784640  9.127600  -0.315
O  -18.287280  -29.177190  9.386350  -0.249
C  -17.044520  -29.912230  9.288110  -0.976
N  -16.997900  -27.307290  11.365120  -0.422
H  -18.988800  -24.993370  9.913520  -0.324
H  -17.271050  -25.269910  9.623790  0.710
H  -17.869120  -24.864700  11.231040  -0.140
H  -18.998800  -27.296670  11.020450  -0.269
H  -17.090250  -27.491010  8.640440  0.520
H  -18.822210  -27.380230  8.510240  -0.264
H  -17.240900  -30.982400  9.353580  0.326
H  -16.234730  -29.515220  9.900260  0.309
H  -16.633270  -29.743390  8.292890  0.304
H  -16.164970  -27.010420  10.877050  0.312
H  -16.841950  -28.299370  11.257630  0.123
C  -25.672060  -22.082620  14.119490  -0.744
C  -26.235170  -22.760080  12.856600  0.207
C  -26.357620  -21.711820  11.719830  -0.589
O  -27.266030  -20.660690  12.016340  -0.463
C  -27.221940  -19.591030  11.118650  -0.455
N  -25.340710  -23.863580  12.526760  2.076
H  -24.644780  -21.741100  13.992400  -0.208
H  -25.803310  -22.837280  14.894960  -0.413
H  -26.330820  -21.246310  14.353450  0.872
H  -27.188300  -23.284030  12.928260  0.710
H  -26.689040  -22.132150  10.770310  0.502
H  -25.353270  -21.332600  11.531220  0.036
H  -27.097950  -19.941500  10.094000  0.080
H  -26.293250  -19.057350  11.320670  0.223
H  -28.148750  -19.018670  11.157760  0.299
H  -24.349580  -23.686810  12.446150  -1.291
H  -25.621800  -23.984420  11.564220  -0.704
C  -25.725310  -27.140850  16.307330  -1.406
C  -25.766030  -25.792170  15.556970  0.276
C  -24.257050  -25.366320  15.416370  0.916
O  -23.768650  -24.999600  16.681950  -0.499
C  -22.448360  -24.572530  16.720750  -0.520
N  -26.330780  -26.063100  14.208710  -0.756
H  -26.685720  -27.587680  16.564360  0.377
H  -25.234770  -27.180660  17.279890  0.310
H  -25.121010  -27.888340  15.793340  0.217
H  -26.292030  -25.024530  16.124570  0.480
H  -24.122640  -24.508310  14.757700  -0.931
H  -23.759090  -26.233170  14.981950  0.334
H  -22.115730  -24.428890  17.748760  0.520
H  -22.259410  -23.676600  16.129380  0.118
H  -21.749880  -25.214610  16.184130  0.152
H  -25.790660  -26.723160  13.667710  -0.034
H  -26.027610  -25.216930  13.748070  0.153
C  -18.281060  -22.516870  8.628730  -1.573
C  -18.569320  -22.899000  7.121500  -0.094
C  -18.883090  -24.380250  6.904030  0.086
O  -18.865480  -24.623770  5.491300  -0.520
C  -19.293210  -25.870420  5.098140  -0.180
N  -19.685800  -22.072190  6.649190  -0.747
H  -17.498320  -23.144060  9.055390  0.435
H  -19.191190  -22.676050  9.207040  0.062
H  -17.968050  -21.484570  8.785190  0.634
H  -17.699840  -22.615490  6.528440  0.551
H  -19.829350  -24.604570  7.396330  -0.270
H  -18.168530  -25.002990  7.442260  0.469
H  -20.348270  -25.966140  5.354650  -0.120
H  -18.694070  -26.661530  5.549000  0.273
H  -19.373220  -26.039020  4.024230  0.247
H  -19.679400  -22.172300  5.644180  0.243
H  -19.267340  -21.168030  6.814960  0.273
C  -18.658470  -30.275040  5.455650  -1.307
C  -20.084440  -30.400250  5.942700  0.146
C  -20.492490  -29.212480  6.801580  0.285
O  -21.874490  -29.256950  7.079980  -0.065
C  -22.337790  -30.182320  8.169710  -0.749
N  -20.932490  -30.489150  4.839820  -0.681
H  -18.275040  -31.071340  4.817690  0.396
H  -18.004660  -30.212600  6.325550  0.156
H  -18.548760  -29.366750  4.863150  0.186
H  -20.242940  -31.283050  6.562080  0.548
H  -20.382530  -28.279520  6.248790  -0.036
H  -19.939180  -29.016510  7.720030  -0.330
H  -21.994780  -29.831110  9.142900  0.155
H  -22.010800  -31.179200  7.874080  0.431
H  -23.422560  -30.278030  8.216780  0.004
H  -21.889840  -30.553690  5.155140  0.393
H  -20.854190  -29.583560  4.399500  0.125
C  -25.994830  -27.709850  4.632480  -1.651
C  -25.082740  -27.902500  5.842330  2.086
C  -25.689730  -28.477570  7.156520  -0.313
O  -26.153650  -29.846600  7.104280  -0.490
C  -26.701790  -30.247830  8.337050  -0.337
N  -23.945150  -28.701770  5.477540  -0.197
H  -25.463620  -27.243560  3.802730  0.020
H  -26.883080  -27.132150  4.888180  0.382
H  -26.365280  -28.691590  4.337430  0.436
H  -24.700760  -26.900970  6.040150  -1.338
H  -26.560780  -27.901730  7.469230  0.734
H  -24.926060  -28.323720  7.918910  -0.003
H  -26.941760  -31.296010  8.515490  0.382
H  -27.641610  -29.715880  8.484900  0.370
H  -26.061360  -29.994430  9.181880  -0.225
H  -24.149310  -29.690650  5.500750  0.439
H  -23.212790  -28.650840  6.171190  -0.181

Forces on atoms 1 to 6 (eV/Å):
0.711 1.772 0.119
0.136 0.504 1.224
-1.227 -1.187 1.562
-0.687 0.640 -1.215
0.258 -0.770 -0.577
0.491 -0.252 -0.538